# 1
The following is a DFT calculation (wB97M-V/def2-TZVPD) of a structure of composition C4H5NO in a non-equilibrium geometry.

Output
Highest occupied orbital energy (alpha / beta) in eV: -9.52 / -9.52
Orbital gap (alpha / beta) in eV: 9.073 / 9.076
Energy above the lowest of the compared OMol25 structures with the same formula, charge and spin in kcal/mol: 115.8
Spin multiplicity: 1

XYZ file:
```
11
C4H5NO | the Open Molecules 2025 dataset | wB97M-V/def2-TZVPD
N -1.42 1.19 0.03
C -0.93 -0.13 0.04
O -1.32 -1.19 0.81
C 0.35 -0.53 0.62
C 1.49 -0.56 -0.28
C 2.45 -0.29 -0.96
H -2.36 1.21 -0.32
H -1.35 1.67 0.92
H 0.56 -0.71 1.66
H -0.85 -0.50 -0.99
H 3.30 -0.08 -1.58
```

In the Mulliken picture, each atom carries the following charge in e: atom 1 (N): -0.475, atom 2 (C): 0.223, atom 3 (O): -0.508, atom 4 (C): -0.487, atom 5 (C): -0.419, atom 6 (C): 0.080, atom 7 (H): 0.241, atom 8 (H): 0.247, atom 9 (H): 0.427, atom 10 (H): 0.287, atom 11 (H): 0.383

=====

# 2
The following is a DFT calculation (wB97M-V/def2-TZVPD) of a structure of composition C22H29N4O2PdSSe4.

Output
Highest occupied orbital energy (alpha / beta) in eV: -3.70 / -4.00
Orbital gap (alpha / beta) in eV: 5.961 / 6.029
Energy above the lowest of the compared OMol25 structures with the same formula, charge and spin in kcal/mol: 13.7
Spin multiplicity: 3
Total charge: -1

XYZ file:
```
63
C22H29N4O2PdSSe4 | the Open Molecules 2025 dataset | wB97M-V/def2-TZVPD
Pd -0.16 -0.27 -0.09
C -4.17 3.20 -2.55
C -2.73 3.52 -2.95
N -1.89 3.89 -1.82
C -1.86 5.31 -1.44
C -2.74 5.65 -0.25
C -1.16 2.99 -1.10
S -1.18 1.34 -1.64
N -0.47 3.55 -0.11
C 0.12 2.92 0.93
O -0.03 1.77 1.33
C 1.08 3.80 1.71
C 1.89 3.21 2.67
C 2.77 3.97 3.42
C 2.84 5.35 3.23
C 2.03 5.95 2.27
C 1.15 5.18 1.52
H -4.74 2.89 -3.43
H -4.66 4.06 -2.10
H -4.17 2.37 -1.84
H -2.71 4.35 -3.66
H -2.29 2.66 -3.44
H -2.18 5.88 -2.32
H -0.83 5.58 -1.22
H -3.80 5.45 -0.45
H -2.65 6.72 0.00
H -2.44 5.07 0.62
H 1.80 2.14 2.83
H 3.40 3.50 4.17
H 3.52 5.95 3.82
H 2.08 7.02 2.12
H 0.52 5.63 0.76
Se 0.98 -2.17 0.78
Se 1.01 -2.27 2.99
Se -2.54 -1.00 2.74
Se -2.33 -0.93 0.54
C 6.28 5.09 -2.37
C 6.05 4.25 -1.13
N 5.34 3.00 -1.40
C 6.10 1.75 -1.34
C 7.08 1.59 -2.49
C 3.99 3.08 -1.57
O 3.39 4.14 -1.48
C 3.25 1.81 -1.89
C 3.31 1.23 -3.15
C 2.56 0.09 -3.40
C 1.78 -0.43 -2.39
N 1.72 0.13 -1.18
C 2.43 1.23 -0.94
H 6.82 6.01 -2.12
H 5.32 5.37 -2.80
H 6.85 4.54 -3.12
H 5.47 4.82 -0.41
H 7.01 3.98 -0.66
H 5.40 0.92 -1.32
H 6.65 1.73 -0.39
H 6.55 1.62 -3.45
H 7.59 0.63 -2.41
H 7.83 2.38 -2.49
H 3.94 1.66 -3.92
H 2.57 -0.38 -4.38
H 1.19 -1.32 -2.53
H 2.34 1.66 0.05
```

In the Mulliken picture, each atom carries the following charge in e: atom 1 (Pd): 0.167, atom 2 (C): -0.919, atom 3 (C): -0.950, atom 4 (N): 0.229, atom 5 (C): -0.564, atom 6 (C): -1.023, atom 7 (C): 0.468, atom 8 (S): -0.313, atom 9 (N): 0.031, atom 10 (C): -0.515, atom 11 (O): -0.536, atom 12 (C): 0.685, atom 13 (C): -0.579, atom 14 (C): -0.752, atom 15 (C): -0.359, atom 16 (C): -0.784, atom 17 (C): 0.307, atom 18 (H): 0.387, atom 19 (H): 0.265, atom 20 (H): 0.222, atom 21 (H): 0.386, atom 22 (H): 0.450, atom 23 (H): 0.431, atom 24 (H): 0.232, atom 25 (H): 0.346, atom 26 (H): 0.346, atom 27 (H): 0.196, atom 28 (H): 0.550, atom 29 (H): 0.402, atom 30 (H): 0.380, atom 31 (H): 0.393, atom 32 (H): 0.246, atom 33 (Se): -0.243, atom 34 (Se): -0.351, atom 35 (Se): -0.354, atom 36 (Se): -0.140, atom 37 (C): -1.090, atom 38 (C): -0.792, atom 39 (N): 0.286, atom 40 (C): -0.624, atom 41 (C): -1.069, atom 42 (C): 0.037, atom 43 (O): -0.625, atom 44 (C): -0.083, atom 45 (C): 0.052, atom 46 (C): -1.013, atom 47 (C): -0.261, atom 48 (N): 0.348, atom 49 (C): -0.527, atom 50 (H): 0.388, atom 51 (H): 0.294, atom 52 (H): 0.271, atom 53 (H): 0.385, atom 54 (H): 0.429, atom 55 (H): 0.362, atom 56 (H): 0.425, atom 57 (H): 0.228, atom 58 (H): 0.407, atom 59 (H): 0.291, atom 60 (H): 0.549, atom 61 (H): 0.408, atom 62 (H): 0.408, atom 63 (H): 0.777

=====

# 3
The following is a DFT calculation (wB97M-V/def2-TZVPD) of a structure of composition C3H2LaLiO3 in a non-equilibrium geometry.

Output
Highest occupied orbital energy (alpha / beta) in eV: -9.85 / -9.63
Orbital gap (alpha / beta) in eV: 4.308 / 4.109
Energy above the lowest of the compared OMol25 structures with the same formula, charge and spin in kcal/mol: 0.0
Spin multiplicity: 2
Total charge: +1

XYZ file:
```
10
C3H2LaLiO3 | the Open Molecules 2025 dataset | wB97M-V/def2-TZVPD
O -2.89 1.65 -0.38
C -2.11 2.50 -0.38
O 1.04 -0.35 -1.45
C 0.98 -1.43 -0.86
C 0.80 -1.49 0.67
O 0.70 -0.45 1.33
La 0.49 1.36 -0.04
H 1.07 -2.41 -1.33
H 0.78 -2.50 1.08
Li -0.86 3.12 1.36
```

In the Mulliken picture, each atom carries the following charge in e: atom 1 (O): -0.158, atom 2 (C): -0.162, atom 3 (O): -0.598, atom 4 (C): 0.035, atom 5 (C): -0.030, atom 6 (O): -0.680, atom 7 (La): 1.442, atom 8 (H): 0.363, atom 9 (H): 0.362, atom 10 (Li): 0.428

=====

Question: spin multiplicity of number 2 (C22H29N4O2PdSSe4)?
Answer: 3